[1]
Computed, not measured: a 13-piece molecular cluster, C37H100O13 overall at a distorted geometry, with the ωB97M-V functional and the def2-TZVPD basis.

The total energy is -2447.707249 hartree. The value obtained for the energy relative to the best compared isomer or geometry (same formula, charge and spin) is 286.4 kJ/mol. For the HOMO energy, the calculation gives -9.58 eV. As for the multiplicity: 1. For the lowest unoccupied orbital energy, the calculation gives 0.30 eV. The charge is 0. The value obtained for the frontier orbital gap is 9.88 eV.

CARTESIAN COORDINATES (ANGSTROEM)
C 14.654 17.340 15.075
O 16.026 17.406 14.954
H 14.216 16.833 14.266
H 14.324 16.943 16.029
H 14.229 18.334 14.971
H 16.437 16.638 14.515
C 8.623 16.942 14.719
C 7.506 16.089 15.320
C 7.603 15.965 16.798
O 6.180 16.652 15.019
H 9.504 16.467 15.055
H 8.579 17.957 15.113
H 8.545 17.030 13.627
H 7.586 15.098 14.856
H 8.602 15.451 17.079
H 6.781 15.334 17.163
H 7.586 16.962 17.403
H 5.574 15.914 14.899
C 10.956 18.348 12.488
C 12.282 18.212 11.729
C 13.180 19.404 12.093
O 12.997 17.023 12.272
H 10.347 17.455 12.281
H 10.373 19.172 12.038
H 11.253 18.498 13.579
H 12.100 18.049 10.661
H 13.625 19.359 13.090
H 12.597 20.384 12.075
H 13.895 19.482 11.301
H 12.509 16.271 11.866
C 14.924 9.521 17.740
C 14.808 9.306 16.273
C 13.376 9.363 15.786
O 15.604 10.256 15.601
H 14.311 8.821 18.314
H 14.559 10.603 17.946
H 15.959 9.472 18.016
H 15.205 8.308 16.040
H 12.838 10.219 16.225
H 12.711 8.570 16.133
H 13.242 9.437 14.722
H 16.420 10.426 16.129
C 12.924 16.660 8.161
C 12.185 15.514 8.775
C 13.150 14.594 9.521
O 11.319 16.127 9.732
H 13.345 17.242 8.941
H 12.249 17.311 7.628
H 13.690 16.424 7.413
H 11.714 14.905 8.009
H 12.652 13.692 9.970
H 13.617 15.143 10.292
H 14.022 14.286 8.939
H 10.933 15.526 10.366
C 15.932 20.435 18.782
C 15.657 19.746 17.485
C 15.710 20.663 16.308
O 16.594 18.643 17.426
H 15.552 21.490 18.697
H 17.008 20.448 18.944
H 15.384 20.008 19.537
H 14.636 19.322 17.452
H 14.741 21.201 16.340
H 15.653 20.041 15.353
H 16.677 21.221 16.306
H 16.493 18.208 16.598
C 8.305 13.865 10.540
C 8.934 14.041 11.873
C 9.237 12.750 12.620
O 10.069 14.836 11.706
H 7.490 13.100 10.622
H 8.981 13.360 9.841
H 7.973 14.741 10.052
H 8.282 14.747 12.482
H 8.355 12.110 12.492
H 9.375 12.921 13.705
H 10.147 12.310 12.165
H 10.483 15.085 12.561
C 16.372 14.819 10.858
C 17.174 15.941 11.439
C 16.640 17.375 11.272
O 17.346 15.645 12.824
H 15.333 14.952 11.251
H 16.707 13.813 11.159
H 16.420 14.926 9.780
H 18.201 15.945 11.115
H 15.655 17.433 11.851
H 16.467 17.605 10.272
H 17.344 18.106 11.706
H 17.637 14.697 12.846
C 12.268 13.676 20.983
C 12.803 14.604 19.968
C 14.379 14.569 20.096
O 12.371 14.175 18.740
H 12.439 14.005 22.013
H 12.754 12.675 20.897
H 11.229 13.461 20.865
H 12.339 15.575 20.090
H 14.635 13.501 19.931
H 14.690 14.831 21.080
H 14.892 15.114 19.301
H 12.545 13.238 18.675
C 11.705 17.253 17.271
C 11.132 18.547 17.886
C 11.218 18.524 19.386
O 11.706 19.718 17.292
H 11.245 16.363 17.649
H 12.759 17.099 17.549
H 11.633 17.323 16.178
H 10.088 18.603 17.562
H 12.294 18.579 19.759
H 10.735 17.625 19.777
H 10.564 19.299 19.800
H 12.608 19.523 17.056
C 13.408 13.543 13.119
C 12.645 13.949 14.332
C 13.459 14.187 15.602
O 11.819 15.108 13.965
H 13.848 12.598 13.247
H 14.175 14.328 12.947
H 12.729 13.534 12.260
H 11.883 13.199 14.600
H 14.260 14.879 15.374
H 13.842 13.140 15.829
H 12.874 14.672 16.394
H 12.350 15.862 13.733
C 11.309 10.916 18.567
C 10.048 10.909 17.690
C 8.800 10.610 18.485
O 9.934 12.127 16.961
H 11.260 11.674 19.383
H 12.166 11.164 17.899
H 11.482 9.893 18.893
H 10.191 10.191 16.884
H 8.951 9.686 19.039
H 7.867 10.529 17.755
H 8.602 11.454 19.205
H 9.979 12.815 17.582
C 15.626 10.931 11.018
C 14.277 10.248 10.940
C 13.947 9.694 9.530
O 14.121 9.144 11.798
H 16.393 10.263 10.616
H 15.857 11.199 12.095
H 15.705 11.786 10.383
H 13.526 11.008 11.136
H 14.615 8.839 9.390
H 14.123 10.394 8.721
H 12.908 9.439 9.522
H 14.618 9.247 12.659

Forces on atoms 1 to 6 (eV/Å):
-0.678 0.621 0.359
1.757 0.033 -0.037
-0.600 -1.046 -0.958
0.012 -0.221 0.205
0.101 0.444 0.239
-0.465 0.330 -0.006

[2]
Computed, not measured: a 10-piece molecular cluster, C37H102N8O11 overall at a distorted geometry, with the ωB97M-V functional and the def2-TZVPD basis.

The total energy is -2736.454828 hartree. The value obtained for the energy relative to the best compared isomer or geometry (same formula, charge and spin) is 0.0 kJ/mol. For the HOMO energy, the calculation gives -8.93 eV. As for the multiplicity: 1. For the lowest unoccupied orbital energy, the calculation gives 0.51 eV. The charge is 0. The value obtained for the frontier orbital gap is 9.44 eV.

CARTESIAN COORDINATES (ANGSTROEM)
C -0.494 -4.597 -2.618
O -0.792 -4.510 -1.261
C -2.168 -4.754 -1.010
C -2.530 -4.171 0.329
C -1.915 -4.883 1.512
N -4.006 -4.067 0.417
H -0.891 -5.502 -3.098
H 0.591 -4.620 -2.737
H -0.827 -3.751 -3.242
H -2.784 -4.221 -1.742
H -2.379 -5.830 -1.088
H -2.186 -3.134 0.335
H -0.845 -5.057 1.343
H -2.329 -5.883 1.680
H -1.988 -4.336 2.451
H -4.282 -3.907 1.382
H -4.426 -4.976 0.219
C -3.813 6.132 -0.537
O -3.038 5.107 0.029
C -2.070 4.608 -0.879
C -1.196 3.637 -0.110
C -0.399 4.252 1.015
N -0.285 2.846 -0.983
H -4.424 6.552 0.260
H -4.453 5.744 -1.340
H -3.208 6.947 -0.955
H -2.613 4.067 -1.672
H -1.542 5.448 -1.354
H -1.894 2.874 0.257
H 0.182 5.114 0.666
H 0.369 3.557 1.366
H -1.047 4.548 1.835
H 0.468 3.455 -1.304
H -0.775 2.569 -1.831
C 7.034 1.350 -0.648
O 5.699 1.228 -1.066
C 5.596 1.579 -2.417
C 4.150 1.708 -2.854
C 3.324 0.497 -2.453
N 4.060 1.894 -4.308
H 7.739 0.826 -1.303
H 7.126 0.923 0.352
H 7.304 2.407 -0.547
H 6.156 2.486 -2.689
H 6.018 0.763 -3.036
H 3.715 2.586 -2.363
H 3.784 -0.446 -2.783
H 2.373 0.559 -2.982
H 3.278 0.412 -1.368
H 4.867 2.407 -4.659
H 4.121 1.001 -4.790
C -6.420 0.030 5.244
O -5.114 -0.162 4.727
C -4.403 -1.120 5.453
C -3.070 -1.402 4.796
C -3.227 -1.865 3.369
N -2.258 -2.356 5.573
H -6.880 0.825 4.667
H -6.358 0.260 6.310
H -7.013 -0.882 5.092
H -4.246 -0.835 6.508
H -4.986 -2.064 5.502
H -2.529 -0.448 4.800
H -3.708 -1.078 2.796
H -3.712 -2.846 3.361
H -2.245 -2.066 2.936
H -2.864 -3.142 5.833
H -2.104 -1.946 6.497
C -5.155 2.324 -0.672
O -4.600 2.478 -1.965
C -5.084 1.507 -2.899
C -4.110 0.374 -3.115
C -2.809 0.846 -3.712
N -4.720 -0.568 -4.072
H -6.246 2.279 -0.714
H -4.875 3.204 -0.092
H -4.725 1.444 -0.181
H -6.086 1.166 -2.625
H -5.143 2.064 -3.840
H -3.884 -0.144 -2.170
H -2.163 -0.011 -3.904
H -2.261 1.453 -2.982
H -2.928 1.496 -4.579
H -4.090 -1.341 -4.238
H -5.580 -0.956 -3.696
C 1.348 -2.012 -4.491
O 1.204 -2.185 -5.879
C 0.929 -0.968 -6.523
C 0.774 -1.225 -8.016
C 0.729 0.097 -8.765
N -0.448 -2.000 -8.307
H 0.396 -1.642 -4.096
H 2.150 -1.294 -4.288
H 1.647 -2.945 -4.023
H -0.008 -0.508 -6.163
H 1.756 -0.263 -6.338
H 1.616 -1.828 -8.358
H 1.039 -0.052 -9.800
H 1.332 0.855 -8.270
H -0.307 0.432 -8.862
H -0.316 -2.968 -8.029
H -1.188 -1.689 -7.678
C 1.453 4.353 7.120
O 0.851 4.023 5.895
C 1.157 2.709 5.493
C 0.525 2.468 4.126
C -1.002 2.445 4.221
N 1.081 1.191 3.645
H 1.158 5.361 7.398
H 2.552 4.319 7.058
H 1.161 3.647 7.911
H 2.247 2.637 5.391
H 0.751 1.974 6.203
H 0.865 3.262 3.458
H -1.341 1.642 4.878
H -1.471 2.392 3.237
H -1.329 3.396 4.660
H 0.708 0.411 4.185
H 0.756 1.004 2.694
C 5.494 -1.937 0.877
O 4.794 -2.260 2.067
C 3.494 -2.714 1.837
C 3.378 -3.981 0.996
C 1.984 -4.553 1.041
N 4.332 -5.029 1.442
H 5.812 -2.834 0.334
H 6.372 -1.363 1.168
H 4.895 -1.303 0.211
H 3.032 -2.913 2.812
H 2.881 -1.882 1.445
H 3.626 -3.785 -0.053
H 1.262 -3.959 0.479
H 1.618 -4.667 2.068
H 1.987 -5.554 0.609
H 4.168 -5.174 2.443
H 5.258 -4.602 1.476
C -1.419 -0.261 0.722
C 0.100 -0.460 0.649
C 0.507 -1.281 -0.560
O 0.742 0.820 0.634
H -1.637 0.445 1.525
H -1.919 -1.207 0.916
H -1.766 0.114 -0.244
H 0.489 -0.945 1.552
H 1.595 -1.414 -0.530
H 0.293 -0.745 -1.490
H 0.072 -2.281 -0.589
H 0.305 1.413 -0.038
O 3.880 1.046 3.425
C 4.129 1.112 2.033
C 3.772 2.480 1.517
O 4.539 3.486 2.109
H 2.906 1.163 3.526
H 5.186 0.861 1.905
H 3.601 0.298 1.516
H 2.689 2.597 1.679
H 3.878 2.554 0.431
H 4.131 3.724 2.945

Forces on atoms 1 to 6 (eV/Å):
0.657 -0.184 -1.045
-0.395 -0.005 0.152
0.090 0.394 -0.229
-0.832 0.364 0.782
0.920 -0.737 0.148
-0.102 -0.538 -0.043